(1)
Here is an isolated molecule of C4H7NO2 from the OMol25 dataset. Energies are from ωB97M-V/def2-TZVPD.

```
14
Properties=species:S:1:pos:R:3
C 1.6186 1.0041 -0.3367
C 0.4169 0.1379 -0.1225
N 0.4166 -1.1329 -0.2604
O 1.6788 -1.5755 -0.6452
C -0.7792 0.9621 0.3219
C -2.1934 -0.1847 0.5766
O -1.3269 0.4398 1.5054
H 2.1042 0.7770 -1.2901
H 1.3136 2.0522 -0.3111
H 2.3413 0.8086 0.4612
H 1.5889 -2.5365 -0.6766
H -1.9588 0.3818 -0.4224
H -3.2289 0.1109 0.7551
H -1.9917 -1.2449 0.4447
```

Properties
Total charge: 0
Frontier orbital gap (eV): 9.00
Electronic energy (eV): -9840.3219

---

(2)
Here is a cluster of 2 separate species, C4H9N2 in total in a non-equilibrium geometry from the OMol25 dataset. Energies are from ωB97M-V/def2-TZVPD.

```
15
Properties=species:S:1:pos:R:3
C -1.3376 -0.1172 0.5776
C -1.3475 -0.3732 -0.9691
C -0.2809 -0.8546 -0.1224
C 1.6289 1.1294 0.1912
N 0.5767 -1.8633 0.2161
N -1.5379 0.9046 -0.3243
H -2.1162 -0.2066 1.3027
H -2.1131 -0.8494 -1.5854
H 1.8066 1.4777 -0.9289
H 0.6927 1.4270 0.4621
H 1.9181 0.1424 0.3332
H 1.2134 -2.2470 -0.4702
H 0.9994 -1.7733 1.1176
H -2.4597 1.3750 -0.5231
H 2.3571 1.8283 0.7229
```

Properties
Total charge: +1
Frontier orbital gap (eV): 9.44
Electronic energy (eV): -7262.8803

---

Question: Look up the total charge of the second one.
Answer: +1